Molecular formula: C4H12S
Method: DFT, wB97M-V/def2-TZVPD

Structure (ORCA input):
```
! RIJCOSX wB97M-V def2-TZVPD def2/J DEFGRID3
* xyz 0 1
C 0.00 -0.88 -1.50
S 0.39 -1.67 0.10
C -1.31 -1.80 0.64
H 0.69 -0.04 -1.65
H 0.23 -1.61 -2.26
H -0.99 -0.46 -1.57
H -1.54 -2.44 1.48
H -1.88 -2.29 -0.16
H -1.80 -0.85 0.81
C 0.29 2.85 -0.41
C 0.38 2.77 1.11
H -0.70 2.59 -0.78
H 0.40 3.91 -0.65
H 1.10 2.29 -0.88
H 1.05 3.48 1.60
H 0.83 1.86 1.51
H -0.58 2.87 1.61
*
```

Output
- E (eV) = -15177.226
- orbital gap (eV) = 9.468
- SMILES = CSC.CC
- highest occupied orbital energy (eV) = -8.466
- energy above the lowest of the compared OMol25 structures with the same formula, charge and spin (kcal per mole) = 11.1